(1)
The following is a DFT calculation (ωB97M-V with the def2-TZVPD basis set) of a cluster of 3 separate species, C23H28INO14S2 in total at a distorted geometry.

The total energy is -3095.15952 hartree. As for the SMILES: CCSC[C@@]1(N(C)C(C)=O)OS(=O)(=O)O[C@]1(I)CCCO.O=C1C=C(O)C(=O)C=C1O.O=C1C=C(O)C(=O)C=C1O. For the LUMO energy, the calculation gives -1.5 eV.

Last column: Mulliken charge in e.
Positions of all 69 atoms, in Å:
C (4.318, -5.953, 4.975)  -0.8511
C (3.916, -4.711, 5.944)  -0.4030
S (2.133, -4.172, 5.657)  -0.0779
C (2.042, -4.024, 3.809)  -0.8559
C (0.994, -2.939, 3.252)  0.7061
N (1.454, -2.017, 2.164)  0.3960
C (2.728, -1.317, 2.516)  -0.8647
C (1.519, -2.695, 0.850)  0.2520
C (2.448, -3.970, 0.511)  -0.7572
O (0.823, -2.207, -0.080)  -0.6343
O (0.029, -3.809, 2.527)  -0.3724
S (-1.098, -4.312, 3.659)  1.0720
O (-2.520, -4.426, 3.187)  -0.5745
O (-0.767, -5.632, 4.289)  -0.6024
O (-0.855, -3.149, 4.850)  -0.3672
C (0.027, -2.134, 4.251)  -0.5021
I (0.942, -0.671, 5.639)  0.1089
C (-0.889, -1.121, 3.346)  -0.6396
C (-2.206, -0.610, 4.104)  -0.5129
C (-3.483, -0.503, 3.100)  -0.5623
O (-3.665, -1.691, 2.295)  -0.4736
H (5.209, -6.553, 5.362)  0.3318
H (4.621, -5.494, 3.963)  0.2138
H (3.436, -6.670, 4.806)  0.2421
H (4.094, -5.023, 7.025)  0.3576
H (4.635, -3.831, 5.726)  0.2817
H (3.122, -3.872, 3.429)  0.3076
H (1.733, -5.064, 3.410)  0.5011
H (2.626, -0.169, 2.420)  0.2071
H (3.508, -1.631, 1.721)  0.3310
H (3.109, -1.513, 3.572)  0.3354
H (2.929, -3.813, -0.516)  0.3231
H (3.264, -4.143, 1.292)  0.2396
H (1.821, -4.939, 0.436)  0.2693
H (-0.222, -0.189, 3.191)  0.4851
H (-1.101, -1.525, 2.302)  0.4567
H (-2.516, -1.226, 5.011)  0.3221
H (-2.007, 0.459, 4.492)  0.2992
H (-4.408, -0.405, 3.790)  0.3503
H (-3.448, 0.462, 2.464)  0.2386
H (-4.494, -2.161, 2.557)  0.2988
C (-0.664, 1.734, -3.176)  -1.0801
C (-0.182, 2.314, -4.278)  0.3084
C (1.103, 1.872, -4.890)  1.1655
O (1.504, 2.413, -5.907)  -0.6234
C (1.844, 0.793, -4.230)  -0.8398
C (1.365, 0.213, -3.126)  0.2652
C (0.064, 0.638, -2.529)  0.8757
O (-0.354, 0.077, -1.532)  -0.4699
O (2.048, -0.789, -2.504)  -0.5094
O (-0.848, 3.338, -4.890)  -0.4394
H (-1.597, 2.044, -2.723)  0.4075
H (2.784, 0.494, -4.675)  0.4335
H (1.502, -1.046, -1.733)  0.2875
H (-0.298, 3.580, -5.659)  0.3495
C (-4.260, 7.735, -5.577)  -0.9257
C (-3.777, 8.315, -6.678)  0.3420
C (-2.491, 7.872, -7.290)  0.8528
O (-2.091, 8.412, -8.307)  -0.6092
C (-1.751, 6.793, -6.629)  -0.8901
C (-2.232, 6.215, -5.525)  0.2622
C (-3.531, 6.640, -4.930)  1.0456
O (-3.948, 6.077, -3.932)  -0.6143
O (-1.553, 5.211, -4.898)  -0.4373
O (-4.441, 9.335, -7.289)  -0.5628
H (-5.192, 8.046, -5.124)  0.4085
H (-0.811, 6.493, -7.074)  0.4184
H (-2.106, 4.964, -4.133)  0.3518
H (-3.890, 9.578, -8.059)  0.3510



(2)
The following is a DFT calculation (ωB97M-V with the def2-TZVPD basis set) of a cluster of 2 separate species, C5H10O in total at a distorted geometry.

The total energy is -271.69972 hartree. As for the SMILES: C=C/C=C/C.O. The energy relative to the best compared isomer or geometry (same formula, charge and spin) is 33.2 kcal per mole. For the LUMO energy, the calculation gives 0.8 eV.

Last column: Mulliken charge in e.
Positions of all 16 atoms, in Å:
C (1.932, 1.378, 0.030)  -1.1270
C (1.295, 0.151, 0.599)  -0.0015
C (0.624, -0.709, -0.155)  -0.2120
C (-0.019, -1.926, 0.304)  -0.0497
C (-0.612, -2.812, -0.481)  -0.7953
H (2.968, 1.581, 0.324)  0.3247
H (1.400, 2.308, 0.217)  0.2719
H (2.026, 1.271, -1.060)  0.2975
H (1.423, -0.021, 1.667)  0.3308
H (0.640, -0.598, -1.233)  0.2144
H (-0.095, -2.021, 1.390)  0.2220
H (-1.225, -3.574, -0.039)  0.2695
H (-0.598, -2.667, -1.547)  0.2571
H (-3.619, 3.172, 0.307)  0.3208
H (-2.597, 2.120, -0.141)  0.3210
O (-3.543, 2.348, -0.182)  -0.6442



(3)
The following is a DFT calculation (ωB97M-V with the def2-TZVPD basis set) of a structure of composition C40H39F6N4O6S3Ti.

The total energy is -4861.50940 hartree. The expectation value of S² is 0.752. The spin multiplicity is 2. The energy relative to the best compared isomer or geometry (same formula, charge and spin) is 0.0 kcal per mole. For the LUMO energy (spin up / spin down), the calculation gives 0.3 / 0.1 eV.

Last column: Mulliken spin population.
Positions of all 99 atoms, in Å:
Ti (-0.231, -0.342, -1.102)  1.0082
O (-0.715, -1.472, 0.277)  -0.0016
C (-0.303, -1.682, 1.594)  -0.0082
C (0.484, -0.420, 2.032)  0.1182
C (-0.234, 0.867, 1.784)  -0.0465
C (-0.733, 1.598, 2.851)  -0.0053
C (-1.339, 2.815, 2.605)  0.0076
C (-1.395, 3.275, 1.304)  -0.0084
C (-0.888, 2.493, 0.272)  0.0237
C (-0.918, 3.037, -1.129)  0.0176
C (-1.672, 2.126, -2.111)  0.0137
O (-0.945, 0.936, -2.162)  -0.0099
C (-3.088, 1.881, -1.580)  -0.0151
C (-3.982, 2.947, -1.493)  -0.0004
C (-5.244, 2.770, -0.953)  -0.0001
C (-5.642, 1.518, -0.497)  0.0004
C (-4.767, 0.449, -0.595)  0.0112
C (-3.498, 0.633, -1.134)  0.0084
C (-1.743, 2.704, -3.520)  -0.0031
C (-1.495, 4.035, -3.821)  -0.0001
C (-1.595, 4.492, -5.131)  0.0001
C (-1.942, 3.622, -6.149)  -0.0002
C (-2.187, 2.285, -5.854)  0.0000
C (-2.089, 1.832, -4.551)  0.0006
N (-0.352, 1.283, 0.510)  -0.0406
C (-1.530, -1.861, 2.489)  -0.0059
C (-2.681, -1.134, 2.191)  0.0013
C (-3.797, -1.200, 3.010)  -0.0002
C (-3.785, -2.001, 4.144)  0.0000
C (-2.649, -2.736, 4.442)  0.0000
C (-1.530, -2.667, 3.621)  0.0000
C (0.674, -2.862, 1.625)  -0.0109
C (1.555, -3.062, 2.688)  -0.0028
C (2.484, -4.091, 2.660)  0.0005
C (2.558, -4.935, 1.559)  0.0000
C (1.686, -4.745, 0.499)  0.0006
C (0.750, -3.719, 0.533)  -0.0016
H (0.733, -0.483, 3.090)  0.0021
H (1.416, -0.403, 1.460)  -0.0491
H (-0.647, 1.194, 3.850)  0.0002
H (-1.750, 3.403, 3.415)  -0.0002
H (-1.833, 4.234, 1.065)  -0.0001
H (-1.375, 4.025, -1.090)  0.0010
H (0.106, 3.144, -1.499)  -0.0032
H (-3.691, 3.922, -1.866)  0.0000
H (-5.926, 3.610, -0.894)  0.0000
H (-6.630, 1.379, -0.080)  0.0000
H (-5.065, -0.535, -0.255)  0.0004
H (-2.835, -0.222, -1.211)  -0.0068
H (-1.206, 4.736, -3.049)  -0.0002
H (-1.392, 5.533, -5.350)  0.0000
H (-2.015, 3.977, -7.168)  0.0000
H (-2.449, 1.593, -6.644)  0.0000
H (-2.268, 0.790, -4.320)  -0.0002
H (-2.706, -0.516, 1.304)  -0.0038
H (-4.679, -0.625, 2.756)  0.0000
H (-4.657, -2.059, 4.783)  0.0000
H (-2.631, -3.379, 5.314)  0.0000
H (-0.665, -3.270, 3.865)  0.0000
H (1.527, -2.414, 3.556)  0.0000
H (3.156, -4.231, 3.498)  0.0000
H (3.290, -5.732, 1.531)  0.0000
H (1.733, -5.388, -0.371)  0.0001
H (0.082, -3.575, -0.304)  -0.0012
F (3.486, -2.671, -2.407)  0.0001
C (3.651, -1.652, -3.243)  0.0003
F (3.876, -2.116, -4.466)  -0.0002
F (4.693, -0.930, -2.847)  0.0000
S (2.139, -0.574, -3.260)  0.0050
O (1.711, -0.662, -1.853)  -0.0274
O (2.547, 0.684, -3.769)  -0.0015
N (1.100, -1.278, -4.196)  0.0034
S (0.160, -2.405, -3.610)  0.0010
O (-0.731, -1.878, -2.571)  0.0177
O (0.788, -3.659, -3.351)  0.0003
C (-0.964, -2.648, -5.050)  0.0006
F (-1.620, -1.532, -5.339)  0.0001
F (-0.268, -3.042, -6.107)  -0.0001
F (-1.836, -3.596, -4.715)  -0.0001
C (4.020, -1.175, 0.621)  0.0121
N (4.076, -0.364, 1.827)  0.0008
C (5.118, -0.775, 2.757)  0.0001
C (3.613, 0.921, 1.799)  -0.0041
S (3.221, 1.706, 0.376)  -0.0001
N (3.491, 1.532, 3.018)  0.0006
C (3.114, 0.800, 4.218)  0.0001
C (3.192, 2.953, 3.077)  -0.0012
H (4.101, -2.222, 0.913)  0.0005
H (4.827, -0.919, -0.072)  -0.0001
H (3.077, -1.023, 0.106)  0.0011
H (6.010, -1.057, 2.191)  0.0000
H (4.807, -1.636, 3.354)  0.0000
H (5.386, 0.043, 3.418)  0.0000
H (3.001, -0.258, 4.002)  0.0000
H (2.156, 1.181, 4.586)  0.0001
H (3.855, 0.921, 5.012)  0.0000
H (3.810, 3.496, 2.368)  0.0005
H (3.405, 3.299, 4.088)  0.0000
H (2.143, 3.155, 2.837)  0.0001



(4)
The following is a DFT calculation (ωB97M-V with the def2-TZVPD basis set) of a structure of composition C2H2Br2S2 at a distorted geometry.

The total energy is -6021.74908 hartree. The energy relative to the best compared isomer or geometry (same formula, charge and spin) is 26.4 kcal per mole. For the LUMO energy, the calculation gives 0.5 eV.

Last column: Mulliken charge in e.
Positions of all 8 atoms, in Å:
C (1.542, -0.621, -0.108)  0.2496
C (0.431, 0.309, -0.147)  0.1778
S (1.425, -2.285, -0.196)  -0.1933
S (0.571, 1.983, 0.206)  -0.1897
Br (3.212, 0.210, -0.033)  -0.1419
Br (-1.267, -0.304, -0.134)  -0.1399
H (0.284, -2.544, 0.318)  0.0959
H (-0.794, 1.987, 0.528)  0.1415



(5)
The following is a DFT calculation (ωB97M-V with the def2-TZVPD basis set) of a cluster of 3 separate species, H6O3 in total.

The total energy is -229.31531 hartree. As for the SMILES: O.O.O. The energy relative to the best compared isomer or geometry (same formula, charge and spin) is 6.1 kcal per mole. For the LUMO energy, the calculation gives 0.4 eV.

Last column: Mulliken charge in e.
Positions of all 9 atoms, in Å:
O (0.608, -0.712, 0.081)  -0.6838
H (1.480, -1.030, -0.173)  0.2966
H (0.611, 0.243, -0.138)  0.3851
O (-1.702, -2.261, 0.738)  -0.6455
H (-1.017, -1.642, 0.405)  0.3839
H (-2.221, -1.747, 1.364)  0.3021
O (0.584, 2.029, -0.785)  -0.6836
H (1.022, 2.525, -1.486)  0.3184
H (0.636, 2.596, -0.005)  0.3269



(6)
The following is a DFT calculation (ωB97M-V with the def2-TZVPD basis set) of a structure of composition C48H54BrCdN4O3P2Se5Si.

The total energy is -18027.59493 hartree. As for the charge: -1. The energy relative to the best compared isomer or geometry (same formula, charge and spin) is 6.4 kcal per mole. For the LUMO energy, the calculation gives 2.1 eV.

Last column: Mulliken charge in e.
Positions of all 119 atoms, in Å:
Cd (-1.034, -0.044, 0.581)  2.8334
O (1.176, 0.439, -0.142)  -0.3006
C (1.711, 1.738, 0.132)  -0.6807
C (2.319, 1.826, 1.526)  -0.9113
C (1.333, 1.405, 2.622)  0.1039
C (0.125, 2.292, 2.728)  0.2888
C (0.188, 3.481, 3.454)  -0.8850
C (-0.943, 4.262, 3.587)  -0.6726
C (-2.120, 3.840, 2.985)  -1.1954
C (-2.098, 2.668, 2.263)  -0.6967
N (-1.011, 1.900, 2.138)  1.2399
H (1.863, -0.235, -0.149)  0.0683
H (0.871, 2.424, 0.046)  0.3065
H (2.453, 2.008, -0.623)  0.3225
H (2.669, 2.853, 1.678)  0.4880
H (3.192, 1.165, 1.587)  0.3935
H (1.841, 1.382, 3.586)  0.6588
H (0.989, 0.393, 2.414)  -0.9054
H (1.127, 3.773, 3.910)  0.5395
H (-0.914, 5.183, 4.158)  0.4192
H (-3.034, 4.414, 3.059)  0.5123
H (-2.990, 2.337, 1.749)  0.5606
Se (-4.101, 6.020, -2.265)  -0.4043
P (-3.391, 4.392, -3.401)  0.0836
C (-4.795, 3.543, -4.177)  0.6252
C (-5.161, 2.262, -3.794)  -0.5749
C (-6.316, 1.675, -4.298)  -0.2939
C (-7.121, 2.381, -5.178)  -0.6692
C (-6.776, 3.679, -5.545)  -0.8045
C (-5.627, 4.264, -5.039)  -0.5391
C (-2.324, 5.044, -4.725)  0.7780
C (-1.175, 5.710, -4.285)  -0.8445
C (-0.386, 6.405, -5.184)  -0.6849
C (-0.745, 6.457, -6.528)  -0.6971
C (-1.876, 5.790, -6.967)  -0.8453
C (-2.664, 5.075, -6.070)  0.1969
C (-2.421, 3.198, -2.442)  0.5610
C (-1.990, 1.853, -2.485)  -1.2614
N (-1.372, 1.601, -1.301)  0.9112
N (-1.455, 2.712, -0.577)  -0.0577
N (-2.079, 3.666, -1.221)  -0.8485
P (-1.789, 0.654, -3.814)  0.1850
Se (0.032, -0.394, -3.717)  -0.2954
C (-3.212, -0.472, -3.840)  1.1814
C (-3.352, -1.328, -4.936)  -0.5404
C (-4.383, -2.253, -4.968)  -0.8542
C (-5.261, -2.351, -3.893)  -0.7049
C (-5.097, -1.535, -2.786)  -0.6577
C (-4.071, -0.598, -2.758)  -0.7852
C (-1.889, 1.604, -5.370)  0.7657
C (-2.962, 1.521, -6.253)  0.3578
C (-2.866, 2.087, -7.520)  -0.9609
C (-1.713, 2.756, -7.898)  -0.6376
C (-0.657, 2.886, -7.002)  -0.5834
C (-0.742, 2.306, -5.748)  -0.9332
H (-4.548, 1.725, -3.087)  0.4561
H (-6.580, 0.669, -3.992)  0.4172
H (-8.026, 1.929, -5.567)  0.4107
H (-7.415, 4.240, -6.217)  0.4049
H (-5.386, 5.292, -5.278)  0.5441
H (-0.927, 5.690, -3.229)  0.3957
H (0.501, 6.923, -4.836)  0.4165
H (-0.141, 7.023, -7.229)  0.3854
H (-2.151, 5.821, -8.016)  0.4535
H (-3.530, 4.536, -6.427)  0.4605
H (-2.639, -1.275, -5.750)  0.5380
H (-4.498, -2.903, -5.827)  0.4143
H (-6.061, -3.083, -3.911)  0.4334
H (-5.753, -1.634, -1.928)  0.4185
H (-3.927, 0.018, -1.881)  0.4663
H (-3.869, 1.008, -5.961)  0.3305
H (-3.697, 1.999, -8.211)  0.3977
H (-1.634, 3.178, -8.894)  0.3849
H (0.234, 3.433, -7.285)  0.4456
H (0.096, 2.357, -5.061)  0.4143
C (2.557, -1.896, 3.335)  -0.8969
Se (1.507, -2.445, 1.791)  0.4898
C (3.068, -3.306, 0.940)  -0.9364
C (2.675, -4.099, -0.293)  -0.8718
Se (2.094, -2.900, -1.734)  0.0154
C (0.621, -3.980, -2.393)  -0.4587
H (3.302, -1.159, 3.034)  0.2428
H (3.050, -2.771, 3.757)  0.4289
H (1.863, -1.467, 4.055)  0.1487
H (3.518, -3.961, 1.686)  0.4193
H (3.795, -2.533, 0.681)  0.4049
H (1.838, -4.765, -0.083)  0.3750
H (3.514, -4.684, -0.664)  0.4217
H (1.000, -4.926, -2.772)  0.3937
H (0.154, -3.408, -3.192)  0.1351
H (-0.100, -4.126, -1.594)  -0.0444
Br (-4.335, 1.602, 7.712)  -0.2322
C (-3.986, 0.975, 5.944)  -0.1146
C (-5.007, 1.025, 5.009)  -0.5097
C (-4.755, 0.547, 3.730)  -0.7204
C (-3.499, 0.055, 3.403)  0.0752
C (-2.474, 0.047, 4.339)  0.4071
C (-2.726, 0.502, 5.630)  -0.4059
C (-1.054, -0.416, 3.994)  -0.5144
O (-0.202, -0.271, 4.881)  -0.8421
O (-0.861, -0.900, 2.828)  -0.6523
H (-5.977, 1.422, 5.280)  0.4214
H (-5.543, 0.572, 2.985)  0.4610
H (-3.305, -0.334, 2.413)  0.1431
H (-1.922, 0.481, 6.352)  0.5953
C (-5.111, -2.129, 1.156)  -1.2389
Si (-3.508, -3.122, 0.964)  0.9142
C (-3.930, -4.730, 0.080)  -1.2299
C (-2.827, -3.586, 2.646)  -0.8871
Se (-2.079, -2.066, -0.446)  -0.8570
H (-5.905, -2.555, 0.530)  0.4997
H (-4.972, -1.087, 0.856)  0.1471
H (-5.455, -2.143, 2.196)  0.4558
H (-4.854, -5.165, 0.481)  0.3528
H (-3.120, -5.455, 0.221)  0.2570
H (-4.055, -4.570, -0.996)  0.2639
H (-3.309, -4.505, 3.005)  0.4902
H (-2.988, -2.801, 3.384)  0.1100
H (-1.749, -3.755, 2.578)  0.1004



(7)
The following is a DFT calculation (ωB97M-V with the def2-TZVPD basis set) of the ion C3H4NO3 with charge -1 at a distorted geometry.

The total energy is -397.07435 hartree. As for the charge: -1. As for the SMILES: [O-]C1=CCON1O. The energy relative to the best compared isomer or geometry (same formula, charge and spin) is 144.0 kcal per mole. For the LUMO energy, the calculation gives 4.3 eV.

Last column: Mulliken charge in e.
Positions of all 11 atoms, in Å:
C (-0.624, 0.151, -0.951)  -0.7675
C (-0.015, -1.035, -0.727)  0.3556
C (-0.811, 0.866, 0.344)  -0.1135
N (0.433, -0.937, 1.011)  -0.0787
O (1.697, -0.093, 0.908)  -0.5176
O (-0.508, -0.005, 1.393)  -0.2862
O (0.435, -2.028, -1.275)  -0.7104
H (-1.050, 0.455, -1.866)  0.4575
H (0.011, 1.734, 0.320)  0.1253
H (-1.855, 1.375, 0.566)  0.2422
H (2.285, -0.482, 0.277)  0.2934



(8)
The following is a DFT calculation (ωB97M-V with the def2-TZVPD basis set) of the ion C4H6O4P2 with charge -2 at a distorted geometry.

The total energy is -1139.59667 hartree. As for the charge: -2. The energy relative to the best compared isomer or geometry (same formula, charge and spin) is 40.0 kcal per mole. For the LUMO energy, the calculation gives 6.5 eV.

Last column: Mulliken charge in e.
Positions of all 16 atoms, in Å:
C (2.433, -0.902, -0.653)  0.6325
C (0.812, 0.718, 0.627)  0.4766
C (-1.527, -0.188, 0.121)  -1.2674
C (-0.356, 0.633, -0.393)  0.5026
O (2.242, -2.082, -0.849)  -0.5728
O (1.471, -0.382, 0.706)  -0.4706
O (3.158, -0.006, -0.981)  -0.5879
O (1.009, 1.705, 1.307)  -0.7029
P (-1.257, -1.844, 0.730)  -0.0129
P (-1.215, 2.185, -0.781)  -0.2605
H (-1.996, 0.301, 0.970)  0.1425
H (0.139, 0.222, -1.293)  0.3288
H (-0.068, -2.172, 1.264)  -0.1317
H (-0.806, -2.676, -0.246)  -0.1112
H (-1.486, 2.723, 0.547)  -0.0278
H (-2.552, 1.766, -1.077)  0.0626